Entry 1:
DFT (wB97M-V/def2-TZVPD) results for C28H46F6IrOP2 as an isolated structure in a non-equilibrium geometry.

LUMO level (spin up / spin down) = -4.6 / -9.3 eV
max |F| = 4.3 eV Å⁻¹
orbital gap (spin up / spin down) = 6.7518 / 4.6111 eV
expectation value of S² = 8.79
HOMO energy (spin up / spin down) = -11.340 / -13.932 eV
ΔE to the lowest compared entry with this formula, charge and spin = 0.0 kJ/mol
energy = -2555.1662 Eh

Structure (ORCA input):
```
! wB97M-V def2-TZVPD RIJCOSX def2/J DEFGRID3
* xyz 2 6
Ir -0.11589 -0.00071 -1.29556
C 0.89648 -0.75853 0.89171
C 0.89106 -1.75767 -0.12968
C 1.96279 0.15488 -0.97240
C 1.50747 0.43416 0.37067
C 1.60003 -1.22513 -1.27597
C 0.34471 -0.90273 2.26638
H -0.40376 -1.71044 2.32997
H -0.14164 0.04198 2.56556
H 1.12415 -1.12513 3.01428
C 1.73491 1.70868 1.11524
H 1.61680 1.54224 2.19089
H 0.99149 2.46683 0.82839
H 2.74524 2.07761 0.90058
C 2.73135 1.07291 -1.86008
H 3.80620 0.88216 -1.77922
H 2.54371 2.11795 -1.58173
H 2.43465 0.93966 -2.89760
C 1.96655 -1.99003 -2.49277
H 2.95856 -2.43205 -2.33302
H 2.00921 -1.34161 -3.38112
H 1.26780 -2.80922 -2.69070
C 0.37116 -3.15504 -0.01028
H 1.19411 -3.85687 0.19239
H -0.11643 -3.44495 -0.94319
H -0.35145 -3.22895 0.81119
C -1.89015 1.18588 -0.40827
C -2.49688 0.07224 0.17400
C -3.24170 -0.96094 -0.53029
C -2.98220 -1.15018 -2.04911
C -1.59823 -0.91322 -2.55827
C -1.03524 0.29072 -3.10247
C -1.53368 1.67499 -2.86781
C -2.43131 1.83255 -1.64865
H -4.34162 -0.84963 -0.39582
H -3.72915 -0.61981 -2.65222
H -2.95530 -1.90804 -0.02666
H -3.43585 1.38868 -1.80376
H -1.52087 1.92348 0.32234
H -2.23440 -0.11552 1.21733
H -2.61076 2.90508 -1.46140
H -0.70474 2.39984 -2.80650
H -0.42691 0.12832 -4.01398
H -2.13072 1.96118 -3.77277
H -3.16829 -2.22070 -2.23540
H -1.20576 -1.80403 -3.07940
P -4.46902 1.60816 -3.76345
P -1.89354 1.80331 -5.87211
C -4.76912 1.95500 -5.58167
C -3.55814 2.56363 -6.29644
H -5.61246 2.66695 -5.58036
H -5.09700 0.99248 -6.02148
H -3.67281 2.40719 -7.38168
H -3.47503 3.64610 -6.07103
C -0.91080 2.91482 -6.92879
H 0.10222 2.51182 -7.00020
H -0.87330 3.90271 -6.46614
H -1.36849 2.98757 -7.92312
C -2.10524 0.34940 -6.96743
H -2.54056 0.69798 -7.91787
H -2.76665 -0.38969 -6.49923
H -1.12346 -0.10631 -7.14287
C -4.87771 3.33866 -3.24620
H -4.84448 3.43467 -2.15563
H -5.89679 3.53503 -3.60819
H -4.17682 4.05667 -3.68244
C -6.05874 0.77446 -3.45898
H -6.16653 -0.02166 -4.20149
H -6.85512 1.52252 -3.57217
H -6.07364 0.34532 -2.45042
C -1.75331 3.94402 3.29363
C -1.40990 2.46015 3.38744
O -0.89472 1.95641 2.30034
C -0.48561 2.27327 4.68799
F -1.05570 2.83120 5.80525
F -0.22273 0.97173 4.98240
F 0.71239 2.89989 4.50452
C -2.79090 1.72632 3.77828
F -3.31580 2.22611 4.94707
F -3.71366 1.94529 2.80713
F -2.65762 0.38515 3.92071
H -0.84373 4.50764 3.07235
H -2.21104 4.29642 4.23047
H -2.46076 4.08144 2.46356
*
```


Entry 2:
DFT (wB97M-V/def2-TZVPD) results for a 2-piece molecular cluster, C4H11N3O2 overall in a non-equilibrium geometry.

LUMO level = 0.8 eV
SMILES = [H]/N=C(/N)NC.CC(=O)O
max |F| = 2.0 eV Å⁻¹
orbital gap = 9.5754 eV
HOMO energy = -8.741 eV
ΔE to the lowest compared entry with this formula, charge and spin = 52.5 kJ/mol
energy = -473.7828 Eh

Structure (ORCA input):
```
! wB97M-V def2-TZVPD RIJCOSX def2/J DEFGRID3
* xyz 0 1
C 2.75818 -2.36753 -0.83052
C 0.98900 -1.22793 0.50439
N -0.18209 -1.17947 1.06966
N 1.50790 -2.34841 -0.10361
N 1.61831 -0.04037 0.28497
H -0.44355 -2.08433 1.44795
H -1.29520 0.34665 1.07268
H 0.80899 -3.06772 -0.15982
H 2.29646 0.10903 -0.43906
H 0.99048 0.73993 0.39408
H 3.01647 -3.40524 -1.02893
H 3.46834 -1.78108 -0.26135
H 2.74407 -1.93092 -1.85593
C -2.60418 2.78007 -0.51450
C -1.55873 1.77692 -0.16648
O -1.98996 1.01935 0.86213
O -0.57385 1.52367 -0.82202
H -2.50623 3.17251 -1.52442
H -2.67656 3.64412 0.16338
H -3.52489 2.24704 -0.20087
*
```